ORCA calculation (ωB97M-V/def2-TZVPD) on a molecular structure, C13H27N3O5SSiYb in a non-equilibrium geometry.

**Charge**: +2
**Frontier orbital gap**: 0.277 Eh

Positions of all 51 atoms, in Å:
C 3.521 -1.321 3.146
C 3.098 -2.086 1.738
O 2.750 -3.393 1.874
N 3.068 -1.450 0.367
C 4.109 -0.369 0.190
Si 1.421 -0.941 -0.143
C 1.395 0.596 -1.338
C 0.361 1.782 -0.879
C 0.064 2.917 -2.031
C -0.735 4.161 -1.258
C -2.094 3.653 -0.481
N -2.877 4.801 0.183
C 0.722 -2.425 -1.224
C -0.047 -3.496 -0.249
C -1.648 -3.451 -0.609
C -2.568 -2.693 0.549
S -3.390 -1.104 -0.099
O -3.390 0.030 0.997
O -2.664 -0.511 -1.341
O -5.069 -1.404 -0.430
O 0.262 -0.785 1.202
C 0.679 0.264 2.144
N 0.875 1.249 2.964
H 4.006 -0.258 2.974
H 4.232 -1.956 3.832
H 2.540 -1.126 3.785
H 5.017 -0.524 0.931
H 3.705 0.728 0.237
H 4.569 -0.525 -0.900
H 1.034 0.238 -2.419
H 2.442 1.092 -1.502
H 0.812 2.243 0.125
H -0.641 1.236 -0.528
H 1.036 3.287 -2.583
H -0.742 2.456 -2.776
H -0.928 5.077 -1.980
H 0.007 4.570 -0.421
H -1.869 2.892 0.410
H -2.781 3.045 -1.238
H -3.666 4.301 0.687
H -2.268 5.153 0.979
H 0.033 -1.975 -2.084
H 1.666 -2.933 -1.746
H 0.178 -3.376 0.893
H 0.335 -4.577 -0.553
H -2.010 -4.584 -0.663
H -1.866 -3.009 -1.695
H -3.477 -3.437 0.761
H -1.999 -2.516 1.557
H -5.603 -0.881 0.249
Yb -1.603 1.338 -1.603